Record 1
{
  "formula": "C17H36NO2",
  "method": "wB97M-V/def2-TZVPD",
  "symbols": ["C", "C", "C", "C", "C", "C", "C", "C", "C", "C", "C", "C", "H", "H", "O", "C", "O", "C", "N", "C", "H", "H", "H", "C", "H", "H", "H", "C", "H", "H", "H", "H", "H", "H", "H", "H", "H", "H", "H", "H", "H", "H", "H", "H", "H", "H", "H", "H", "H", "H", "H", "H", "H", "H", "H", "H"],
  "coordinates": [[-4.719, -1.246, -0.353], [-5.173, 0.195, -0.558], [-4.903, 1.096, 0.648], [-3.429, 1.268, 1.024], [-2.589, 1.894, -0.088], [-1.180, 2.257, 0.380], [-0.376, 2.942, -0.725], [1.064, 3.262, -0.320], [1.975, 2.035, -0.340], [3.401, 2.377, 0.093], [4.430, 1.307, -0.276], [4.170, -0.057, 0.354], [5.064, -0.684, 0.298], [3.851, 0.030, 1.396], [3.144, -0.743, -0.396], [2.155, -1.302, 0.244], [2.009, -1.395, 1.434], [1.141, -1.843, -0.792], [0.011, -2.617, -0.229], [-0.848, -3.070, -1.340], [-1.694, -3.634, -0.949], [-0.288, -3.711, -2.019], [-1.230, -2.217, -1.898], [-0.789, -1.770, 0.680], [-1.633, -2.338, 1.066], [-1.162, -0.897, 0.147], [-0.174, -1.442, 1.517], [0.512, -3.793, 0.509], [-0.326, -4.376, 0.887], [1.112, -4.422, -0.146], [1.121, -3.469, 1.351], [1.696, -2.462, -1.501], [0.753, -0.976, -1.335], [5.415, 1.638, 0.054], [4.463, 1.182, -1.359], [3.701, 3.307, -0.391], [3.421, 2.547, 1.171], [1.996, 1.626, -1.355], [1.564, 1.275, 0.328], [1.469, 4.003, -1.011], [1.069, 3.702, 0.678], [-0.883, 3.872, -0.987], [-0.368, 2.316, -1.622], [-1.251, 2.932, 1.234], [-0.660, 1.358, 0.724], [-3.086, 2.801, -0.436], [-2.523, 1.213, -0.941], [-3.382, 1.918, 1.900], [-3.006, 0.305, 1.320], [-5.432, 0.690, 1.513], [-5.324, 2.081, 0.440], [-4.692, 0.609, -1.446], [-6.248, 0.197, -0.744], [-5.031, -1.863, -1.193], [-3.635, -1.303, -0.272], [-5.156, -1.655, 0.554]],
  "forces_ev_per_a": [[-0.1, 0.2, -0.1], [0.0, 0.0, 0.2], [0.1, -0.1, -0.1], [-0.2, 0.2, -0.3], [0.2, -0.1, 0.5], [-0.2, 0.1, -0.5], [0.2, 0.1, 0.4], [-0.1, -0.3, -0.2], [0.1, 0.4, 0.1], [0.0, -0.3, -0.2], [-0.3, -0.1, 0.2], [0.6, 0.5, 0.3], [-0.2, 0.0, 0.0], [0.0, -0.1, -0.1], [-0.1, -0.1, -0.5], [-0.6, -0.4, 0.0], [0.1, 0.1, 0.1], [1.0, 0.6, -0.1], [0.2, 0.1, 0.0], [-0.5, -0.3, -0.7], [0.1, 0.1, 0.1], [0.1, 0.0, 0.1], [0.1, 0.1, 0.1], [-0.5, 0.6, 0.8], [0.0, -0.1, -0.2], [0.0, -0.1, -0.1], [0.0, -0.1, -0.2], [0.4, -0.8, 0.6], [-0.1, 0.1, -0.1], [-0.1, 0.1, -0.1], [-0.1, 0.1, -0.1], [-0.2, 0.0, 0.0], [-0.1, -0.1, 0.0], [0.1, -0.1, 0.0], [0.1, 0.0, -0.1], [0.0, 0.1, 0.1], [0.0, 0.1, 0.1], [-0.1, -0.1, -0.1], [-0.1, -0.1, 0.0], [0.1, 0.1, 0.0], [0.0, 0.1, 0.1], [-0.1, 0.0, -0.1], [0.0, 0.0, -0.1], [0.0, 0.0, 0.1], [0.0, -0.1, 0.1], [-0.1, 0.0, -0.1], [0.0, 0.0, -0.1], [0.1, -0.1, 0.1], [0.1, -0.1, 0.1], [-0.1, 0.0, 0.0], [0.0, 0.1, 0.1], [-0.1, 0.0, -0.1], [0.0, 0.0, -0.1], [0.0, -0.1, 0.0], [0.2, -0.1, 0.0], [0.0, -0.1, 0.1]],
  "total_charge": 1,
  "de_lowest_kj_mol": 91.17,
  "smiles": "CCCCCCCCCCCCOC(=O)C[N+](C)(C)C"
}

---

Record 2
{
  "formula": "C19H45I2NOP3V",
  "method": "wB97M-V/def2-TZVPD",
  "symbols": ["I", "I", "V", "P", "C", "C", "H", "H", "H", "H", "H", "H", "C", "H", "H", "H", "P", "C", "C", "H", "H", "H", "C", "H", "H", "H", "H", "H", "H", "C", "O", "C", "C", "C", "C", "P", "N", "C", "C", "C", "C", "C", "C", "C", "C", "H", "H", "H", "H", "H", "H", "H", "H", "H", "H", "H", "H", "H", "H", "H", "H", "H", "H", "H", "H", "H", "H", "H", "H", "H", "H", "H"],
  "coordinates": [[3.838, -1.698, -3.830], [2.236, 2.109, -2.805], [1.624, -0.515, -2.636], [3.719, -0.102, -0.946], [2.901, -0.891, 0.497], [5.349, -0.966, -0.961], [5.948, -0.654, -0.100], [4.986, 1.217, 0.569], [5.915, -0.765, -1.873], [4.823, 2.109, -0.968], [2.995, -1.981, 0.409], [5.157, -2.037, -0.904], [4.295, 1.489, -0.235], [3.345, -0.574, 1.450], [3.467, 2.072, 0.175], [1.834, -0.632, 0.506], [0.647, -0.303, -4.778], [-1.099, -0.758, -4.606], [0.544, 1.314, -5.632], [2.261, -1.109, -6.326], [0.603, -1.172, -7.011], [1.153, -2.425, -5.849], [1.221, -1.375, -6.132], [1.561, 1.691, -5.737], [0.080, 1.169, -6.606], [-1.461, -0.735, -5.631], [-1.629, -0.036, -3.982], [-0.047, 1.996, -5.026], [-1.167, -1.763, -4.192], [-0.745, -1.975, -1.599], [-1.733, -2.646, -1.662], [-2.671, -2.271, 1.695], [-1.404, -1.605, 2.299], [-1.582, -1.719, 3.806], [-0.110, -2.374, 1.977], [-1.141, 0.250, 1.654], [0.231, -1.280, -1.521], [-2.699, 1.104, 0.864], [-3.704, 1.438, 1.958], [-2.210, 2.363, 0.134], [-3.335, 0.182, -0.195], [-0.414, 1.323, 3.113], [-1.289, 1.336, 4.396], [1.019, 0.800, 3.360], [-0.297, 2.777, 2.622], [-2.738, -3.278, 2.122], [-2.705, -2.404, 0.609], [-3.568, -1.743, 2.047], [-1.761, -2.791, 4.009], [-0.687, -1.452, 4.388], [-2.454, -1.158, 4.163], [0.081, -2.387, 0.897], [0.735, -1.919, 2.520], [-0.134, -3.415, 2.348], [-3.379, 2.216, 2.671], [-4.646, 1.796, 1.508], [-3.927, 0.512, 2.499], [-1.274, 2.103, -0.373], [-2.919, 2.693, -0.642], [-2.065, 3.236, 0.777], [-2.589, -0.217, -0.911], [-3.848, -0.628, 0.325], [-4.063, 0.803, -0.746], [-1.025, 0.550, 5.112], [-1.103, 2.293, 4.913], [-2.374, 1.285, 4.213], [1.619, 0.874, 2.436], [1.518, 1.421, 4.122], [1.028, -0.243, 3.706], [0.191, 2.825, 1.640], [-1.262, 3.306, 2.587], [0.332, 3.348, 3.322]],
  "forces_ev_per_a": [[-2.0, 0.4, 0.6], [-1.0, -1.4, 0.1], [2.1, 0.1, 2.5], [1.1, -0.2, 1.5], [-0.6, -0.2, -0.3], [-0.4, -0.4, -0.7], [-0.3, 0.1, 0.0], [-0.1, -0.1, -0.1], [0.0, 0.1, 0.1], [0.0, -0.2, 0.1], [-0.1, 0.2, 0.0], [0.1, 0.0, 0.0], [-0.6, 0.5, -0.5], [0.1, 0.1, -0.4], [0.1, -0.1, -0.1], [0.2, -0.1, 0.1], [-0.7, 0.7, -2.8], [0.4, -0.1, 0.8], [0.4, -0.2, 0.7], [-0.1, -0.1, -0.2], [0.0, 0.0, 0.1], [0.1, 0.0, -0.1], [0.4, -0.1, 0.5], [-0.1, 0.2, -0.2], [0.0, -0.1, 0.0], [-0.3, 0.0, -0.1], [-0.1, -0.1, -0.1], [0.0, 0.1, -0.1], [-0.3, 0.0, -0.1], [-4.7, -3.3, -0.3], [3.3, 2.2, 0.2], [0.1, 0.1, 0.1], [0.0, -0.4, -0.5], [-0.1, 0.2, 0.7], [0.3, 0.1, -0.2], [-1.4, -0.1, 2.1], [3.2, 2.0, -1.6], [0.5, 0.3, -0.6], [-0.2, -0.2, 0.5], [0.3, 0.3, -0.2], [0.1, 0.1, 0.4], [0.2, 0.2, -0.5], [-0.1, -0.2, 0.3], [-0.1, -0.1, 0.1], [0.0, 0.3, -0.2], [0.1, 0.1, 0.0], [0.2, 0.3, 0.2], [0.2, -0.2, -0.2], [0.0, 0.5, -0.1], [-0.4, 0.1, -0.2], [0.3, -0.2, 0.1], [0.2, -0.1, 0.3], [-0.2, -0.1, -0.5], [-0.4, 0.4, -0.2], [0.0, -0.4, -0.4], [0.4, -0.2, 0.0], [-0.3, 0.3, 0.2], [0.0, 0.4, -0.1], [0.0, -0.4, 0.3], [0.1, -0.4, -0.1], [-0.4, 0.2, 0.3], [0.0, 0.1, -0.6], [0.2, -0.4, 0.2], [-0.1, 0.1, -0.3], [0.0, -0.2, -0.3], [0.6, 0.0, 0.0], [-0.2, 0.0, 0.3], [-0.3, -0.2, -0.2], [0.1, 0.4, 0.0], [-0.1, 0.1, 0.1], [0.4, -0.3, 0.0], [-0.2, -0.3, -0.1]],
  "s_squared": 0.752,
  "total_charge": 3,
  "multiplicity": 2
}

---

Record 3
{
  "formula": "H23O12",
  "method": "wB97M-V/def2-TZVPD",
  "symbols": ["O", "H", "H", "O", "H", "H", "O", "H", "O", "H", "H", "O", "H", "H", "O", "H", "H", "O", "H", "H", "O", "H", "H", "O", "H", "H", "O", "H", "H", "O", "H", "H", "O", "H", "H"],
  "coordinates": [[0.325, 0.948, 2.070], [0.410, -2.354, -4.395], [3.275, 1.653, 1.001], [-1.869, -2.777, 1.498], [-2.277, -2.586, 2.358], [-1.075, -2.225, 1.695], [-1.406, 0.932, -0.101], [-2.359, 0.762, -0.130], [3.146, 0.796, 0.548], [3.821, -0.844, -0.253], [2.215, 0.949, 0.401], [0.579, -1.407, -4.527], [-0.601, -3.537, -1.890], [2.016, 2.553, 3.588], [-2.635, 0.477, 2.701], [-1.004, 0.022, -1.332], [-0.357, -0.135, 0.239], [3.565, -1.291, -1.106], [3.285, -0.474, -1.548], [-2.383, 0.813, 1.820], [-1.983, 3.465, -0.201], [-1.694, 3.773, -1.063], [-1.604, 2.511, -0.181], [-1.120, -3.665, -2.691], [-2.003, -3.663, -2.318], [1.498, 3.216, 2.187], [-0.919, -0.093, -2.340], [-0.389, 0.475, 2.503], [0.945, -1.259, 0.069], [0.004, -1.108, 0.089], [-0.005, 0.196, -2.398], [-2.239, 1.005, 3.386], [2.219, 3.071, 2.793], [-0.018, 0.922, 1.143], [0.636, -1.124, -3.614]],
  "forces_ev_per_a": [[0.2, 0.3, -0.5], [-0.2, 0.3, -0.2], [0.7, -0.5, 0.2], [0.8, 0.8, 1.6], [-0.7, -0.4, -0.4], [-0.2, -0.4, -1.5], [-0.3, 0.6, 1.2], [0.4, -0.2, -0.1], [0.1, 1.5, 0.4], [-0.3, -0.9, -0.9], [-0.9, -0.8, -0.3], [0.4, -0.8, -0.2], [0.3, 0.2, 0.0], [-0.7, 0.2, -1.1], [-0.4, -0.8, -0.3], [-0.6, 0.1, -1.6], [0.3, -2.4, -0.9], [0.3, 1.2, 1.1], [0.0, -0.5, -0.4], [0.3, 0.2, 0.4], [0.6, -0.6, 0.0], [-0.1, 0.2, -0.1], [-0.6, 0.7, 0.1], [0.1, -0.3, 0.3], [-0.3, 0.1, -0.2], [-0.9, -0.6, 0.5], [0.4, -0.1, 0.6], [-0.1, -0.2, 0.2], [0.5, 0.5, 0.1], [-0.7, 0.3, 0.6], [0.1, 0.2, -0.4], [0.2, 0.6, 0.0], [1.7, 0.4, 0.5], [0.0, 0.8, 1.1], [-0.4, 0.3, 0.3]],
  "total_charge": -1,
  "de_lowest_kj_mol": 325.89
}

---

| no. | E_tot (eV) |
| --- | --- |
| 1 | -23792.6758 |
| 2 | -93697.8885 |
| 3 | -24944.6308 |